1.
{
  "formula": "C5H8O",
  "method": "ωB97M-V with the def2-TZVPD basis set",
  "gap_ev": 10.4,
  "homo_ev": -9.42,
  "e_lumo_ev": 1.027,
  "smiles": "C[C@H]1CCC1=O",
  "e_above_lowest_kcal_mol": 19.8,
  "symbols": ["O", "C", "C", "C", "C", "C", "H", "H", "H", "H", "H", "H", "H", "H"],
  "coordinates": [[1.56, -1.77, 0.65], [0.83, -0.97, 0.13], [-0.04, 1.15, 1.26], [0.61, -0.54, -1.32], [-0.40, -0.19, 0.61], [-0.83, -0.17, -0.88], [-1.24, 0.76, -1.28], [0.30, 0.97, 2.28], [-0.91, 1.81, 1.29], [-1.51, -1.00, -1.08], [0.76, 1.66, 0.72], [1.21, 0.34, -1.55], [-1.06, -0.76, 1.27], [0.74, -1.30, -2.10]]
}



2.
{
  "formula": "C18H25F3N4O4",
  "method": "ωB97M-V with the def2-TZVPD basis set",
  "gap_ev": 9.7,
  "homo_ev": -9.62,
  "e_lumo_ev": 0.061,
  "smiles": "CCCc1ncoc1C(=O)NC1(CNC(=O)[C@@H](NC(=O)C(F)(F)F)C(C)C)CC1",
  "e_above_lowest_kcal_mol": 16.8,
  "symbols": ["F", "F", "F", "O", "O", "O", "O", "N", "N", "N", "N", "C", "C", "C", "C", "C", "C", "C", "C", "C", "C", "C", "C", "C", "C", "C", "C", "C", "C", "H", "H", "H", "H", "H", "H", "H", "H", "H", "H", "H", "H", "H", "H", "H", "H", "H", "H", "H", "H", "H", "H", "H", "H", "H"],
  "coordinates": [[7.10, -1.36, 5.15], [6.61, -3.00, 3.81], [8.36, -1.76, 3.43], [-1.18, 4.03, 2.95], [6.55, 0.42, 2.95], [2.78, -2.33, 2.26], [1.47, 2.33, 1.28], [-0.61, 1.63, 1.85], [0.03, 5.91, 3.15], [5.19, -1.27, 2.37], [1.80, -0.30, 2.05], [2.84, -1.13, 1.96], [0.38, 2.54, 1.81], [-1.11, 5.32, 3.38], [0.78, 5.00, 2.55], [5.84, -0.11, -0.33], [6.25, -0.78, 3.02], [0.41, -0.72, 2.10], [7.10, -1.76, 3.87], [2.26, 5.85, 0.68], [-0.56, 0.25, 1.36], [3.38, 0.10, -0.78], [0.05, 3.81, 2.40], [-1.79, -0.26, 0.65], [3.69, 6.16, 0.22], [4.44, -0.62, 0.07], [2.20, 5.33, 2.13], [-0.56, 0.12, -0.15], [4.21, -0.51, 1.61], [1.64, 6.74, 0.58], [-2.06, -1.32, 0.75], [1.83, 5.10, 0.01], [3.63, 0.07, -1.84], [1.95, 0.69, 1.84], [3.29, 1.15, -0.49], [-0.56, 1.03, -0.75], [4.21, 0.54, 1.92], [0.29, -1.73, 1.69], [3.70, 6.52, -0.81], [6.64, -0.71, 0.11], [4.15, 6.93, 0.85], [0.04, -0.67, -0.61], [2.40, -0.35, -0.68], [4.40, -1.68, -0.20], [-1.33, 1.85, 2.52], [0.11, -0.80, 3.14], [5.99, -0.14, -1.41], [4.32, 5.27, 0.27], [-2.67, 0.38, 0.59], [5.99, 0.92, 0.00], [2.63, 6.07, 2.80], [2.83, 4.45, 2.22], [4.91, -2.23, 2.53], [-2.00, 5.71, 3.85]]
}



3.
{
  "formula": "C31H30F5NO6PRuS3",
  "method": "ωB97M-V with the def2-TZVPD basis set",
  "s2": 8.76,
  "gap_ev": [8.3, 6.7],
  "homo_ev": [-7.87, -8.30],
  "multiplicity": 6,
  "e_lumo_ev": [0.403, -1.576],
  "e_above_lowest_kcal_mol": 8.9,
  "symbols": ["Ru", "S", "S", "S", "P", "F", "F", "F", "F", "F", "O", "O", "O", "O", "O", "O", "N", "C", "C", "C", "C", "C", "C", "C", "C", "C", "C", "C", "C", "C", "C", "C", "C", "C", "C", "C", "C", "C", "C", "C", "C", "C", "C", "C", "C", "C", "C", "C", "H", "H", "H", "H", "H", "H", "H", "H", "H", "H", "H", "H", "H", "H", "H", "H", "H", "H", "H", "H", "H", "H", "H", "H", "H", "H", "H", "H", "H", "H"],
  "coordinates": [[0.47, -1.09, 0.55], [-2.18, -2.38, 0.84], [-2.66, 0.98, 0.44], [0.98, -0.53, 2.82], [0.06, -0.32, -1.92], [0.40, 4.21, 1.26], [-0.97, 4.99, 3.47], [1.39, 1.80, 1.05], [-0.56, 0.68, 5.28], [-1.36, 3.19, 5.51], [-2.53, -1.91, -0.48], [1.27, -3.75, -2.73], [-1.13, 0.93, 0.53], [-0.79, -2.92, 0.86], [-2.34, -1.40, 1.88], [1.27, -2.40, -0.97], [2.31, -2.35, 1.29], [-3.31, 1.40, -3.47], [3.18, -4.42, 2.05], [0.71, 2.09, 2.18], [-3.24, 1.49, 2.10], [4.00, 0.72, -4.04], [3.97, 0.62, -2.67], [-0.25, 1.53, 4.27], [-3.13, 2.65, -0.23], [2.77, 0.35, -2.01], [-3.40, 3.61, 0.92], [0.46, 1.11, 3.14], [2.83, 0.57, -4.78], [-0.73, 2.16, -2.87], [-4.12, 2.75, 1.96], [-1.13, 0.86, -2.63], [1.64, 0.29, -4.12], [0.82, -2.80, -2.12], [-2.44, 0.49, -2.89], [-2.87, 2.67, -3.81], [1.61, 0.17, -2.74], [2.13, -3.63, 1.62], [-0.50, 3.75, 3.39], [0.23, 3.36, 2.28], [-1.58, 3.07, -3.47], [-3.34, -3.62, 1.16], [-0.70, 2.83, 4.41], [4.44, -3.86, 2.13], [4.61, -2.53, 1.75], [-0.29, -1.90, -2.72], [3.52, -1.80, 1.35], [5.57, -4.65, 2.67], [-4.35, 1.11, -3.68], [2.84, 0.69, -5.85], [4.91, 0.95, -4.54], [-3.29, -4.35, 0.34], [-2.29, 2.94, -0.87], [-4.27, -3.06, 1.12], [-2.47, 4.00, 1.32], [-5.11, 2.48, 1.58], [6.18, -5.07, 1.86], [-3.17, -4.07, 2.13], [-1.26, 4.09, -3.65], [3.60, -0.76, 1.08], [2.74, 0.30, -0.94], [-0.20, -1.87, -3.80], [3.01, -5.46, 2.35], [-4.27, 3.25, 2.92], [5.59, -2.09, 1.77], [-2.34, 1.71, 2.65], [0.73, 0.16, -4.70], [-4.00, 4.47, 0.66], [-3.73, 0.65, 2.59], [-3.97, 2.47, -0.87], [-3.58, 3.38, -4.26], [0.27, 2.50, -2.60], [-1.28, -2.26, -2.45], [1.13, -3.99, 1.53], [4.87, 0.78, -2.10], [6.23, -4.04, 3.28], [5.22, -5.46, 3.29], [-2.78, -0.51, -2.64]]
}



4.
{
  "formula": "C16H17NO6",
  "method": "ωB97M-V with the def2-TZVPD basis set",
  "gap_ev": 8.6,
  "homo_ev": -8.54,
  "e_lumo_ev": 0.016,
  "smiles": "COCCOC(=O)C1=C(C)N[C@@]2(O)c3ccccc3C(=O)[C@@]12O",
  "e_above_lowest_kcal_mol": 0.0,
  "symbols": ["O", "O", "O", "O", "O", "O", "N", "C", "C", "C", "C", "C", "C", "C", "C", "C", "C", "C", "C", "C", "C", "C", "C", "H", "H", "H", "H", "H", "H", "H", "H", "H", "H", "H", "H", "H", "H", "H", "H", "H"],
  "coordinates": [[1.97, 0.59, -2.44], [-2.25, 0.21, 0.34], [-4.56, -1.83, -0.36], [-0.30, -1.82, 0.71], [-0.44, -0.23, -1.77], [-2.01, 2.19, 1.41], [1.82, 1.95, -0.53], [4.08, -2.08, 1.28], [-1.55, 1.31, 0.71], [1.74, 0.60, -1.07], [2.70, -2.11, 1.29], [2.70, -0.29, -0.31], [0.57, 3.65, 0.74], [2.01, -1.20, 0.49], [4.76, -1.17, 0.48], [-3.37, -2.42, -0.84], [0.69, 2.30, 0.13], [4.08, -0.27, -0.32], [-3.57, 0.08, 0.85], [0.33, 0.11, -0.64], [0.56, -1.10, 0.28], [-4.51, -0.43, -0.25], [-0.22, 1.29, 0.15], [5.84, -1.17, 0.48], [-2.53, -2.25, -0.16], [-3.57, -3.49, -0.90], [1.12, 0.41, -2.87], [2.15, -2.81, 1.90], [0.71, 4.42, -0.01], [4.64, -2.77, 1.90], [-3.56, -0.63, 1.68], [-5.54, -0.13, -0.01], [-3.11, -2.04, -1.83], [-4.22, 0.02, -1.21], [2.52, 2.60, -0.84], [4.61, 0.43, -0.95], [1.34, 3.78, 1.51], [-0.41, 3.75, 1.20], [-1.31, -0.50, -1.44], [-3.90, 1.06, 1.22]]
}



5.
{
  "formula": "C22H33Br12NO4S",
  "method": "ωB97M-V with the def2-TZVPD basis set",
  "gap_ev": 7.7,
  "homo_ev": -9.01,
  "e_lumo_ev": -1.284,
  "symbols": ["Br", "Br", "Br", "Br", "Br", "Br", "Br", "Br", "Br", "Br", "Br", "Br", "S", "O", "O", "O", "O", "N", "C", "C", "C", "C", "C", "C", "C", "C", "C", "C", "C", "C", "C", "C", "C", "C", "C", "C", "C", "C", "C", "C", "H", "H", "H", "H", "H", "H", "H", "H", "H", "H", "H", "H", "H", "H", "H", "H", "H", "H", "H", "H", "H", "H", "H", "H", "H", "H", "H", "H", "H", "H", "H", "H", "H"],
  "coordinates": [[-1.47, 0.27, -7.30], [1.76, -4.89, -3.44], [2.29, -2.77, -5.79], [5.91, 0.11, 0.58], [-0.96, 3.26, 5.55], [-0.10, 0.21, 6.07], [4.30, -2.93, -3.29], [-3.98, -1.59, -8.04], [8.89, 0.89, 1.50], [6.45, 2.91, 2.06], [-3.11, -1.22, -4.98], [1.36, 2.59, 7.66], [-3.70, 1.25, -2.95], [-4.99, -0.08, 0.90], [2.43, 2.83, 2.21], [-2.84, -2.22, 1.00], [-0.68, 0.74, -2.98], [0.03, -2.94, 0.16], [-0.29, -1.11, -1.45], [1.82, 1.24, -1.17], [-0.85, -1.93, -0.42], [-1.20, -0.03, -2.15], [-0.29, 1.98, 6.84], [-6.10, 0.84, 1.04], [-4.90, -0.59, -0.46], [0.11, -2.88, 1.65], [-2.78, 0.08, -1.85], [1.67, 0.53, 2.60], [2.21, -0.31, -1.07], [3.10, -3.91, -4.45], [-3.34, -0.69, -0.82], [1.59, 2.05, 3.08], [7.17, 1.55, 0.88], [-3.20, -0.40, -6.73], [1.21, -1.26, -1.92], [-5.63, 2.39, 1.04], [-2.35, -1.67, -0.02], [1.84, 2.94, 0.88], [2.72, 2.20, -0.26], [1.68, -3.05, 2.02], [1.58, -2.32, -1.75], [-4.40, 2.17, -2.19], [7.34, 2.03, -0.08], [3.22, -0.41, -1.61], [-6.52, 0.66, 2.09], [2.05, 2.09, 4.13], [-6.96, 0.65, 0.32], [2.76, 0.19, 2.46], [-0.16, -3.88, -0.20], [2.22, -2.05, 2.13], [3.65, 1.69, 0.15], [-4.48, 2.42, 1.02], [-0.35, -1.96, 2.11], [2.37, -0.68, -0.01], [-3.86, 0.46, -6.64], [-5.93, 2.91, 2.02], [-5.46, 0.14, -1.13], [3.09, 3.04, -0.95], [1.84, 1.59, -2.25], [0.78, 2.54, 0.95], [0.74, 1.33, -0.80], [2.25, -3.63, 1.20], [-1.03, 1.91, 7.63], [1.80, -3.68, 2.98], [1.16, 0.34, 1.60], [3.70, -4.65, -4.98], [-6.09, 2.97, 0.17], [1.23, -0.98, -3.04], [-5.41, -1.61, -0.59], [1.20, -0.21, 3.34], [0.50, 2.36, 3.09], [1.76, 4.05, 0.62], [-0.38, -3.84, 2.04]]
}



6.
{
  "formula": "C5H40NO15",
  "method": "ωB97M-V with the def2-TZVPD basis set",
  "s2": 0.75,
  "gap_ev": [7.1, 3.4],
  "homo_ev": [-15.25, -15.25],
  "multiplicity": 2,
  "total_charge": 2,
  "e_lumo_ev": [-8.124, -11.840],
  "e_above_lowest_kcal_mol": 57.0,
  "symbols": ["O", "O", "O", "O", "O", "O", "O", "O", "O", "O", "O", "O", "O", "O", "O", "N", "C", "C", "C", "C", "C", "H", "H", "H", "H", "H", "H", "H", "H", "H", "H", "H", "H", "H", "H", "H", "H", "H", "H", "H", "H", "H", "H", "H", "H", "H", "H", "H", "H", "H", "H", "H", "H", "H", "H", "H", "H", "H", "H", "H", "H"],
  "coordinates": [[-0.57, -4.45, 0.44], [0.13, 0.35, 2.69], [-1.12, 3.28, 0.47], [-1.36, -1.29, 4.13], [-2.12, 1.33, 2.14], [3.43, -1.89, -0.30], [0.79, 2.27, -2.76], [-1.97, 0.65, -1.52], [-1.78, -3.06, 1.94], [2.60, -1.02, -3.18], [0.69, -2.21, -0.43], [-2.80, -3.43, -0.47], [-0.52, -1.32, -3.15], [-2.49, 3.33, -1.92], [-3.80, -1.24, -1.35], [0.55, 1.20, 0.00], [1.47, 2.88, -1.72], [1.76, 1.76, -0.69], [2.77, 2.28, 0.44], [3.00, 1.28, 1.51], [3.58, 1.41, 2.76], [-0.86, 0.54, 2.62], [-2.45, -3.14, 2.64], [-1.81, 0.22, -2.36], [2.35, 0.94, -1.11], [-2.41, 2.35, -1.88], [0.20, -5.02, 0.51], [4.09, -2.45, -0.75], [0.43, 1.76, 0.84], [0.39, -0.39, 2.14], [-2.56, 0.03, -1.04], [-2.24, -0.90, 4.19], [2.12, -0.91, -4.01], [-2.94, 3.54, -2.75], [3.98, -1.11, -0.18], [4.04, 2.32, 3.17], [-3.07, 1.21, 2.28], [2.38, 3.31, 0.66], [0.60, 0.19, 0.24], [-1.45, 4.14, 0.77], [-0.60, -2.10, -3.71], [-1.53, -2.13, 2.01], [2.39, 0.37, 1.44], [0.36, -3.06, -0.01], [-0.35, 1.15, -0.60], [-1.90, 2.26, 1.98], [-3.16, -1.88, -0.96], [-1.47, 3.31, -0.44], [-2.31, -3.39, 0.39], [1.99, -0.62, -2.54], [2.36, 3.41, -2.01], [-4.29, -1.75, -2.02], [3.76, 2.43, -0.03], [0.82, 3.63, -1.18], [1.65, -2.40, -0.34], [-1.18, -4.38, 1.22], [-0.66, -0.68, 4.38], [1.39, 1.93, -3.45], [3.48, 0.67, 3.55], [-3.64, -3.88, -0.38], [-0.15, -1.64, -2.32]]
}



7.
{
  "formula": "C2H21FeO11",
  "method": "ωB97M-V with the def2-TZVPD basis set",
  "s2": 6.01,
  "gap_ev": [9.1, 8.7],
  "homo_ev": [-13.42, -13.42],
  "multiplicity": 5,
  "total_charge": 1,
  "e_lumo_ev": [-4.309, -4.773],
  "e_above_lowest_kcal_mol": 0.0,
  "symbols": ["Fe", "O", "O", "O", "O", "O", "O", "O", "O", "O", "O", "O", "C", "C", "H", "H", "H", "H", "H", "H", "H", "H", "H", "H", "H", "H", "H", "H", "H", "H", "H", "H", "H", "H", "H"],
  "coordinates": [[-0.19, -2.06, 1.28], [-1.52, 3.03, -3.70], [-2.85, 0.99, 1.20], [2.74, -1.00, -3.08], [0.09, 0.10, 1.05], [1.92, -1.99, 1.57], [-0.68, -1.47, 3.33], [2.73, 1.13, 1.69], [-2.27, -2.70, 1.24], [-1.59, -2.04, -3.35], [-0.86, -1.12, -0.49], [1.03, 3.57, 1.83], [0.54, 0.71, -1.22], [-0.14, -0.09, -0.19], [3.14, -0.24, -2.64], [2.60, -0.70, -3.99], [-0.96, 3.82, -3.76], [-1.49, -1.80, -2.43], [-2.03, 3.16, -2.90], [-0.41, -0.63, 3.72], [2.47, 2.06, 1.61], [0.51, 3.16, 2.52], [2.58, -1.51, 2.10], [-0.08, 1.50, -1.65], [-2.54, 0.20, 0.75], [1.93, 0.62, 1.57], [0.59, 3.31, 1.01], [-2.95, -2.23, 0.73], [2.43, -2.61, 1.03], [-1.33, -1.86, 3.93], [1.43, 1.16, -0.78], [0.84, 0.03, -2.02], [-2.28, 1.06, 1.97], [-2.73, -3.40, 1.73], [-0.69, -2.16, -3.68]]
}



8.
{
  "formula": "C6H13NO",
  "method": "ωB97M-V with the def2-TZVPD basis set",
  "gap_ev": [8.5, 7.0],
  "homo_ev": [-7.88, -7.11],
  "e_lumo_ev": [0.618, -0.124],
  "e_above_lowest_kcal_mol": 133.4,
  "symbols": ["O", "N", "C", "C", "C", "C", "C", "C", "H", "H", "H", "H", "H", "H", "H", "H", "H", "H", "H", "H", "H"],
  "coordinates": [[0.29, 0.76, -1.69], [-0.70, -1.08, 1.67], [-2.04, -0.63, -0.40], [-0.65, -0.76, 0.24], [1.44, 0.25, -1.95], [1.79, 0.14, 0.51], [0.18, 0.51, 0.05], [-0.21, 1.74, 0.51], [-2.57, -1.58, -0.32], [-1.24, -0.37, 2.16], [-0.12, -1.59, -0.24], [-0.87, 2.37, -0.06], [-2.62, 0.14, 0.11], [2.41, 1.03, 0.56], [0.32, 2.23, 1.32], [2.25, 0.89, -2.31], [-1.14, -1.97, 1.82], [-1.96, -0.36, -1.45], [1.53, -0.84, -2.08], [1.57, -0.20, 1.52], [2.34, -0.68, 0.03]]
}